Molecular formula: C11H15ClNO3SSrTi
Method: DFT, wB97M-V/def2-TZVPD

Values from the calculation:
* orbital gap (alpha / beta): 0.10386 / 0.19241 Eh
* HOMO level (alpha / beta): 0.036 / -0.052 Ha
* multiplicity: 2
* charge: -2

XYZ file:
```
34
Properties=species:S:1:pos:R:3:mulliken_charge:R:1
Ti 0.91960 0.12985 -0.94848 0.819
Cl 1.17481 -0.92744 -2.86480 -0.525
C 2.74995 0.56681 -0.30890 -0.869
H 2.78083 0.32563 0.76911 0.312
H 3.00547 1.62520 -0.46742 0.144
H 3.46814 -0.07298 -0.84333 0.248
Sr 1.12992 4.02521 -2.08328 1.399
C 0.17819 3.43945 -4.37769 -1.509
C 3.46742 3.31024 -2.79329 -1.611
C -0.09040 1.98466 -1.11308 -1.506
H 4.23337 3.26334 -2.00113 0.322
H 3.46173 2.33751 -3.31230 0.235
H 3.77454 4.07823 -3.52882 0.310
H -0.85753 3.79420 -4.50035 0.311
H 0.78577 3.84017 -5.20434 0.273
H 0.17140 2.33993 -4.44931 0.234
H -0.61361 2.13887 -0.13610 0.407
H -0.91116 1.80238 -1.85861 0.312
O -4.32740 -1.74390 0.64269 -0.672
S -3.41335 -1.01856 1.48746 1.015
O -3.92054 0.01852 2.34880 -0.677
N -2.06186 -0.50566 0.64526 -0.505
C -0.94953 -1.08827 1.02628 0.661
O 0.20199 -0.83169 0.46049 -0.574
C -1.10164 -2.06546 2.10936 0.110
C -0.14220 -2.86801 2.74811 -0.592
C -0.58621 -3.79042 3.69612 -0.423
C -1.95773 -3.90855 4.00462 -0.537
C -2.90474 -3.08209 3.37919 -0.360
C -2.44059 -2.16657 2.44102 -0.110
H 0.91049 -2.73977 2.49465 0.381
H 0.12944 -4.43192 4.21301 0.322
H -2.29297 -4.64870 4.73349 0.311
H -3.97159 -3.13023 3.59158 0.345
```

Molecular formula: C11H15ClNO4TiY
Method: DFT, wB97M-V/def2-TZVPD

Values from the calculation:
* orbital gap (alpha / beta): 0.12292 / 0.24819 Eh
* HOMO level (alpha / beta): -0.071 / -0.197 Ha
* multiplicity: 2
* charge: -1

XYZ file:
```
34
Properties=species:S:1:pos:R:3:nbo_charge:R:1
Y 0.29188 -0.60423 -1.25390 2.079
Cl -0.33299 1.76381 -2.60040 -0.415
C -1.76356 -1.44471 -0.87837 -1.313
H -1.89485 -2.20297 -0.07810 0.237
H -2.38228 -1.79872 -1.70882 0.207
H -2.26296 -0.54024 -0.46093 0.235
Ti 0.24381 0.60957 -4.46054 1.426
C -1.01691 0.98267 -6.08492 -1.075
C 1.78978 1.40076 -5.62408 -1.088
C 0.42697 -1.26729 -3.70534 -1.388
H 2.70445 1.18850 -5.05538 0.214
H 1.94144 1.00492 -6.63407 0.236
H 1.66610 2.48602 -5.74365 0.230
H -1.96167 0.49563 -5.81699 0.219
H -1.17693 2.06211 -6.19636 0.228
H -0.73148 0.61901 -7.07364 0.233
H -0.33793 -2.03533 -3.95998 0.251
H 1.40176 -1.80763 -3.78276 0.226
O -0.34928 0.64873 0.66216 -0.804
C 0.18814 -0.20211 1.47382 0.783
O 0.89003 -1.18907 0.97559 -0.846
C 0.02877 -0.15098 3.04629 -0.248
C 0.95671 -0.88795 3.78649 -0.182
C 1.20961 -0.65446 5.14810 -0.247
C 0.29027 0.11151 5.86885 0.018
C -0.68126 0.89205 5.20635 -0.245
C -0.86847 0.66111 3.82570 -0.191
N 0.27998 -0.06432 7.27805 0.423
O 1.15337 -0.83780 7.76274 -0.558
O -0.52739 0.54570 8.00390 -0.537
H 1.65234 -1.53679 3.27030 0.212
H 2.06304 -1.11664 5.64931 0.239
H -1.25883 1.60166 5.80520 0.234
H -1.63168 1.26749 3.35541 0.205
```

Molecular formula: C11H15ClO3
Method: DFT, wB97M-V/def2-TZVPD

Values from the calculation:
* orbital gap (alpha / beta): 0.23932 / 0.21517 Eh
* HOMO level (alpha / beta): -0.215 / -0.332 Ha
* multiplicity: 3
* charge: 0

XYZ file:
```
30
Properties=species:S:1:pos:R:3:nbo_charge:R:1
C 1.49615 0.45122 0.17570 0.039
C 2.70757 0.69697 0.58239 -0.003
C 0.43046 0.20615 -0.48792 -0.013
C 3.75310 -0.31684 0.17168 0.475
C -3.79783 0.17022 0.22382 0.798
C 3.05389 1.65810 1.64019 -0.645
C 0.03515 0.61850 -1.83725 -0.661
C 3.56171 -0.94608 -1.18297 -0.685
C -5.21262 -0.27413 0.24093 -0.719
C -1.71718 -0.47992 1.08118 -0.152
C -0.92208 -1.10482 -0.04891 -0.237
O 4.78951 -0.56744 0.76518 -0.550
O -3.36336 1.13386 -0.36625 -0.594
O -3.15328 -0.67421 1.03645 -0.504
Cl -0.15718 -2.57299 0.46758 -0.004
H 2.23307 2.14262 2.05541 0.224
H 3.69644 1.24048 2.29187 0.249
H 3.51083 2.51220 1.19143 0.243
H -0.87108 1.09408 -2.09023 0.245
H -0.00227 -0.38374 -2.22704 0.222
H 0.75700 1.20873 -2.35498 0.219
H 3.17619 -0.25882 -1.89571 0.212
H 2.72330 -1.61419 -0.99224 0.228
H 4.39288 -1.39206 -1.50602 0.229
H -5.21457 -1.03216 -0.48064 0.240
H -6.01135 0.40635 -0.10969 0.231
H -5.47545 -0.40997 1.23030 0.237
H -1.37239 0.61992 1.18698 0.228
H -1.53484 -0.90594 2.18573 0.226
H -1.51174 -1.22608 -0.94694 0.219
```

Molecular formula: C11H15F3InO3Ti
Method: DFT, wB97M-V/def2-TZVPD

Values from the calculation:
* orbital gap: 0.21611 Eh
* HOMO level: -0.422 Ha
* multiplicity: 1
* charge: +1

XYZ file:
```
34
Properties=species:S:1:pos:R:3:mulliken_charge:R:1
C 0.73669 -3.61967 -0.47098 -0.662
C 0.60404 -2.50772 0.03283 -0.153
In -0.11936 -0.55084 0.84969 1.591
C -0.62837 0.64415 -1.05018 -1.243
C -1.15514 -0.24463 -1.92265 1.857
C -2.40070 -0.40715 -2.40950 -0.799
C 1.38345 0.32865 2.15807 -1.219
C 2.38875 1.28849 1.56907 -0.445
O 1.82563 2.08279 0.50152 -0.269
C 2.73955 2.48302 -0.43277 0.655
C 3.27595 1.42211 -1.33865 -0.768
O 3.06797 3.61949 -0.52204 -0.526
C -1.90516 -1.00723 2.02628 -1.171
O -3.08970 -1.30184 1.24018 -0.335
C -3.87338 -0.26837 0.94490 0.854
F -4.69098 0.06816 1.93853 -0.264
F -4.61889 -0.58322 -0.11078 -0.264
F -3.17962 0.84409 0.62150 -0.220
H 0.59698 -4.46393 -1.09732 0.469
H -1.28390 1.46663 -0.82283 0.427
H 0.33999 1.00936 -1.39446 0.335
H -0.26891 -1.08937 -2.30453 -0.804
H -3.05725 -1.19791 -2.08928 0.274
H -2.75126 0.23864 -3.19375 0.301
H 1.95053 -0.47188 2.61711 0.488
H 0.84410 0.82049 2.95696 0.345
H 3.23804 0.73441 1.19356 0.334
H 2.73871 1.97698 2.32677 0.310
H 3.92669 1.90260 -2.04918 0.307
H 3.85186 0.70980 -0.76525 0.323
H 2.47981 0.88343 -1.83405 0.162
H -2.09826 -0.24536 2.76692 0.439
H -1.69299 -1.91035 2.57745 0.462
Ti 0.82515 -2.65380 -2.51315 0.208
```

Molecular formula: C11H15F6NO2
Method: DFT, wB97M-V/def2-TZVPD

Values from the calculation:
* SMILES: C[C@H](O)[C@@H](CCCCC#N)C(O)(C(F)(F)F)C(F)(F)F
* orbital gap: 0.42374 Eh
* HOMO level: -0.415 Ha
* multiplicity: 1
* charge: 0

XYZ file:
```
35
Properties=species:S:1:pos:R:3:nbo_charge:R:1
N 3.47251 0.62593 -4.98619 -0.328
F -1.20965 1.10295 4.40215 -0.313
F -1.64056 -0.86231 3.51038 -0.327
F -2.64445 0.94699 2.86119 -0.331
F 1.02063 -0.78172 3.33049 -0.317
F 2.13518 0.38193 1.91156 -0.318
F 1.37281 1.35427 3.71329 -0.303
C 2.63798 0.21740 -4.23971 0.289
O -2.35391 1.15056 -0.00416 -0.750
O -0.45656 2.10110 1.60865 -0.707
C -2.16232 -1.08363 -0.95588 -0.644
C -1.41275 0.46013 3.21455 0.963
C 1.08841 0.43325 2.76632 0.971
C 1.65567 -0.30502 -3.25482 -0.502
C 2.28561 -0.44262 -1.88123 -0.389
C 1.28916 -0.86394 -0.81633 -0.398
C 0.42174 0.35277 -0.35966 -0.408
C -2.00233 -0.20047 0.28799 0.103
C -0.52748 -0.11391 0.80264 -0.257
C -0.33446 0.72858 2.08953 0.113
H -3.21832 1.12055 -0.48533 0.491
H -1.21666 2.12392 0.99587 0.513
H -3.18897 -1.35987 -1.07866 0.218
H -1.65598 -2.03704 -0.83784 0.224
H -1.80227 -0.55900 -1.84431 0.212
H 1.27117 -1.26513 -3.60426 0.242
H 0.82132 0.36060 -3.26052 0.237
H 3.04520 -1.23293 -1.96397 0.216
H 2.83528 0.47405 -1.66923 0.220
H 1.80337 -1.24247 0.03455 0.217
H 0.65693 -1.70808 -1.18585 0.196
H 1.07003 1.20270 -0.03724 0.243
H -0.14643 0.73028 -1.22299 0.210
H -2.62954 -0.67678 1.01799 0.184
H -0.28038 -1.13305 1.14102 0.229
```

Molecular formula: C11H15N
Method: DFT, wB97M-V/def2-TZVPD

Values from the calculation:
* orbital gap (alpha / beta): 0.11829 / 0.24422 Eh
* HOMO level (alpha / beta): 0.021 / -0.106 Ha
* multiplicity: 2
* charge: -1

XYZ file:
```
27
Properties=species:S:1:pos:R:3:nbo_charge:R:1
C -1.46440 -1.51167 1.99125 -0.618
C 1.35213 0.76851 0.50974 0.182
C -0.11695 0.43050 0.61803 -0.117
C -0.27086 -0.63901 1.59102 -0.149
C 0.97399 -0.76184 2.20598 -0.195
C 1.93051 1.70364 -0.30178 -0.411
C 0.92525 2.42483 -1.04778 -0.299
C -0.99532 1.15752 -0.16305 -0.398
C -0.42507 2.18542 -0.95577 -0.253
N 2.02973 -0.11253 1.36495 -0.605
H 3.00105 -0.00980 1.78054 0.382
H 3.05303 1.96684 -0.48807 0.191
H 1.22382 -1.35629 3.19388 0.170
H 1.40081 3.19330 -1.76550 0.171
H -2.05554 1.06733 0.18265 0.181
H -1.28748 -1.91727 2.97891 0.198
H -1.54239 -2.39690 1.38451 0.197
H -1.03865 2.81359 -1.70112 0.180
H -2.30982 -0.88747 1.96462 0.201
C -1.10956 -1.74988 -3.04264 -0.628
C -1.80443 -2.28467 -1.78729 -0.623
H -1.40761 -0.67598 -3.17499 0.213
H -0.05684 -1.70468 -3.05170 0.211
H -1.12188 -2.26660 -4.04566 0.189
H -2.90435 -2.08303 -1.85264 0.193
H -1.58570 -3.41860 -1.91400 0.184
H -1.54823 -1.87691 -0.75226 0.251
```

Molecular formula: C11H15N
Method: DFT, wB97M-V/def2-TZVPD

Values from the calculation:
* SMILES: Cc1c[nH]c2ccccc12.CC
* orbital gap: 0.31676 Eh
* HOMO level: -0.283 Ha
* multiplicity: 1
* charge: 0

XYZ file:
```
27
Properties=species:S:1:pos:R:3:nbo_charge:R:1
C -2.39632 1.62942 2.42907 -0.628
C -2.02109 1.02575 3.78972 -0.624
H -1.69958 1.41561 1.56292 0.216
H -3.28842 1.08218 1.93212 0.204
H -2.49997 2.73786 2.53445 0.204
H -1.92841 1.94168 4.38948 0.208
H -1.13235 0.40851 3.66137 0.212
H -2.80954 0.40086 4.18829 0.207
C 2.74450 -2.38861 -2.19110 -0.648
C 0.80898 0.59005 -0.77490 0.155
C 0.84164 -0.79413 -1.33948 -0.075
C 2.30716 -1.08265 -1.60915 -0.094
C 3.05023 -0.00738 -1.21123 -0.022
C -1.47805 0.54930 -0.88407 -0.218
C -0.32973 1.31023 -0.65724 -0.269
C -1.53377 -0.82214 -1.11564 -0.240
C -0.36005 -1.50342 -1.48220 -0.204
N 2.21162 0.90568 -0.67272 -0.525
H -2.39659 1.08216 -0.49913 0.212
H -0.24102 2.27627 -0.16885 0.226
H -2.56251 -1.36683 -1.11363 0.222
H -0.54632 -2.57195 -1.86720 0.225
H 2.63911 1.71716 -0.49371 0.389
H 4.07511 0.04231 -1.28198 0.213
H 3.46169 -2.40433 -3.03641 0.221
H 1.87634 -3.02065 -2.58265 0.218
H 3.20734 -3.15293 -1.50612 0.215
```

Molecular formula: C11H15N
Method: DFT, wB97M-V/def2-TZVPD

Values from the calculation:
* SMILES: Cc1c[nH]c2ccccc12.CC
* orbital gap: 0.31831 Eh
* HOMO level: -0.283 Ha
* multiplicity: 1
* charge: 0

XYZ file:
```
27
Properties=species:S:1:pos:R:3:nbo_charge:R:1
C -1.05063 -3.99225 1.06508 -0.617
C -1.78539 -3.38287 -0.12042 -0.616
H -1.68658 -3.93738 1.94813 0.209
H -0.51375 -4.92877 0.90401 0.209
H -0.16880 -3.33652 1.27106 0.200
H -2.88320 -3.59925 -0.09418 0.197
H -1.73708 -2.31160 0.02717 0.214
H -1.44510 -3.65699 -1.11313 0.204
C 3.25152 2.00178 -0.53472 -0.633
C 0.70447 1.60590 -0.52127 -0.128
C 1.84873 2.31861 -0.03691 -0.063
C -0.45051 2.03752 0.20341 0.217
C 1.42618 3.06304 1.03937 -0.055
C -0.62904 -0.24377 -1.31365 -0.250
C -1.74511 0.35226 -0.72755 -0.205
C 0.56797 0.46969 -1.31796 -0.180
C -1.71219 1.43902 0.14324 -0.287
N 0.07034 2.83948 1.20362 -0.548
H -0.76415 -1.19684 -1.80551 0.219
H -2.71137 -0.06512 -1.02086 0.208
H 1.42492 0.10344 -1.87691 0.208
H -2.48947 1.54110 0.88594 0.223
H 3.40995 0.97296 -0.83015 0.221
H 3.91056 2.26128 0.30311 0.213
H 2.12416 3.45794 1.76801 0.216
H -0.40273 3.43575 1.86372 0.404
H 3.43630 2.75157 -1.31267 0.222
```